A molecular structure, C25H30InN6O2S. Source: the OMol25 dataset; level of theory: ωB97M-V/def2-TZVPD.

As for the spin multiplicity: 1. The value obtained for the electronic energy is -55456.0393 eV. As for the charge: -1. The value obtained for the HOMO energy is -3.036 eV.

Geometry as XYZ:
```
65
Properties=species:S:1:pos:R:3:nbo_charge:R:1
In 0.234 -0.754 0.398 1.633
C -4.194 -1.141 0.312 -0.672
C -2.869 -0.757 0.928 0.502
O -1.944 -0.497 0.084 -0.781
C -2.779 -0.676 2.305 -0.504
C -1.633 -0.224 3.026 0.309
C -1.782 0.050 4.498 -0.663
N -0.495 -0.015 2.433 -0.451
N 0.523 0.514 3.231 -0.432
C 1.486 0.938 2.474 0.552
O 1.511 0.906 1.176 -0.845
C 2.672 1.530 3.170 -0.110
C 2.915 1.266 4.516 -0.171
C 4.021 1.812 5.149 -0.227
C 4.897 2.632 4.447 -0.226
C 4.659 2.898 3.105 -0.242
C 3.555 2.343 2.471 -0.133
H -4.691 -0.247 -0.071 0.213
H -4.012 -1.805 -0.533 0.222
H -4.853 -1.629 1.030 0.202
H -3.665 -0.902 2.880 0.195
H -2.758 -0.283 4.849 0.201
H -0.991 -0.446 5.058 0.233
H -1.675 1.118 4.693 0.229
H 2.221 0.630 5.049 0.232
H 4.204 1.594 6.194 0.202
H 5.763 3.056 4.941 0.200
H 5.337 3.533 2.549 0.202
H 3.367 2.532 1.423 0.208
N 2.554 0.986 -1.481 -0.856
C 2.584 2.331 -2.058 -0.217
C 1.785 3.304 -1.210 -0.215
N 0.378 2.911 -1.122 -0.841
H 2.724 1.024 -0.480 0.391
H 3.259 0.386 -1.891 0.362
H 2.149 2.294 -3.062 0.180
H 3.600 2.739 -2.154 0.154
H 1.845 4.293 -1.670 0.177
H 2.263 3.370 -0.223 0.162
H -0.089 3.463 -0.411 0.353
H 0.352 1.953 -0.781 0.371
S -0.241 -0.272 -6.750 0.238
C -0.262 -0.261 -4.964 -0.165
C 0.457 -1.207 -4.252 -0.266
C 0.420 -1.174 -2.863 0.051
N -0.296 -0.268 -2.192 -0.429
C -0.977 0.643 -2.883 0.059
C -0.988 0.693 -4.268 -0.225
C -1.847 -0.993 -7.046 -0.129
C -2.012 -2.369 -7.082 -0.255
C -3.280 -2.882 -7.312 0.036
N -4.360 -2.128 -7.507 -0.415
C -4.188 -0.808 -7.475 0.034
C -2.963 -0.195 -7.253 -0.260
H 1.048 -1.955 -4.764 0.221
H 0.987 -1.876 -2.243 0.283
H -1.530 1.371 -2.305 0.213
H -1.546 1.461 -4.786 0.209
H -1.167 -3.026 -6.926 0.231
H -3.434 -3.955 -7.337 0.192
H -5.075 -0.205 -7.634 0.190
H -2.877 0.883 -7.244 0.226
C 1.112 -2.587 -0.173 -1.488
H 0.188 -3.134 -0.451 0.169
H 1.407 -2.993 0.810 0.179
```

A molecular structure, C25H30N10O11STi. Source: the OMol25 dataset; level of theory: ωB97M-V/def2-TZVPD.

As for the spin multiplicity: 1. The value obtained for the electronic energy is -97783.2376 eV. As for the charge: -2. The value obtained for the HOMO energy is -2.163 eV.

Geometry as XYZ:
```
78
Properties=species:S:1:pos:R:3:lowdin_charge:R:1
Ti 0.645 -0.916 -0.101 0.919
C 3.031 -4.025 1.048 -0.061
O 4.115 -3.267 1.608 -0.095
C 4.501 -2.146 0.929 -0.229
C 5.843 -2.009 0.641 -0.026
C 6.342 -0.857 0.030 -0.121
C 5.466 0.153 -0.300 -0.081
C 4.094 0.037 -0.045 -0.157
C 3.227 1.180 -0.310 -0.079
N 1.967 1.036 -0.381 -0.036
N 1.176 2.172 -0.428 0.091
C 0.032 1.880 0.132 -0.466
O -0.262 0.752 0.683 -0.156
C -1.046 2.911 0.116 -0.139
C -2.256 2.612 0.738 -0.019
C -3.302 3.524 0.690 -0.085
C -3.148 4.728 0.018 -0.111
C -1.941 5.023 -0.608 -0.099
C -0.893 4.119 -0.561 -0.035
C 3.571 -1.120 0.593 -0.278
O 2.318 -1.274 0.923 -0.171
H 3.008 -4.962 1.601 0.088
H 3.231 -4.245 -0.005 0.092
H 2.074 -3.522 1.136 0.054
H 6.499 -2.827 0.915 0.108
H 7.399 -0.765 -0.184 0.084
H 5.828 1.064 -0.766 0.100
H 3.668 2.178 -0.371 0.123
H -2.357 1.653 1.233 0.104
H -4.244 3.286 1.168 0.097
H -3.970 5.433 -0.031 0.089
H -1.824 5.957 -1.146 0.092
H 0.048 4.323 -1.055 0.104
N -2.821 -1.119 2.139 0.016
C -2.735 -2.049 3.261 -0.302
C -1.278 -2.327 3.640 -0.211
C -0.393 -1.088 3.672 -0.226
C -0.830 0.004 4.638 -0.304
N -0.071 1.255 4.514 -0.013
H -3.701 -1.226 1.650 0.046
H -2.105 -1.344 1.447 0.011
H -3.212 -3.017 3.053 0.098
H -3.270 -1.615 4.117 0.089
H -0.859 -3.006 2.893 0.091
H -1.255 -2.850 4.604 0.101
H -0.372 -0.660 2.669 0.062
H 0.638 -1.384 3.901 0.115
H -0.749 -0.350 5.673 0.101
H -1.883 0.242 4.467 0.098
H -0.220 1.610 3.572 0.052
H 0.920 1.036 4.551 0.054
O -5.460 2.103 -4.242 0.045
N -4.315 2.336 -4.598 -0.368
O -4.039 3.085 -5.525 0.036
C -3.232 1.690 -3.893 -0.152
C -3.501 0.826 -2.841 0.072
C -2.473 0.226 -2.158 -0.127
C -1.087 0.421 -2.501 -0.253
O -0.124 -0.094 -1.895 -0.091
C -0.893 1.347 -3.595 -0.045
C -1.922 1.973 -4.250 0.073
N 0.450 1.725 -4.025 -0.333
O 0.607 2.860 -4.451 0.050
O 1.338 0.898 -3.979 0.075
N -2.754 -0.547 -0.974 0.049
O -3.916 -0.839 -0.840 -0.008
O -1.261 -3.256 -1.759 -0.577
H -4.516 0.632 -2.525 0.124
H -1.706 2.683 -5.033 0.127
O 0.209 -4.574 -0.290 -0.573
S -0.992 -3.677 -0.338 0.558
N -0.352 -2.219 0.321 -0.380
N 2.397 -1.737 -2.661 0.020
N 1.438 -2.203 -1.675 -0.105
H 3.171 -1.349 -2.126 0.051
H 1.950 -0.928 -3.087 0.027
H 1.764 -3.082 -1.277 0.066
H 0.576 -2.500 -2.154 0.061
```

2 unconnected molecules or ions with the total composition C25H30N3O3. Source: the OMol25 dataset; level of theory: ωB97M-V/def2-TZVPD.

As for the spin multiplicity: 1. The value obtained for the electronic energy is -37018.7641 eV. As for the charge: +1. The value obtained for the HOMO energy is -10.611 eV.

Geometry as XYZ:
```
61
Properties=species:S:1:pos:R:3:nbo_charge:R:1
O 0.095 1.960 1.071 -0.652
O 1.898 -1.719 1.959 -0.643
O 1.196 2.356 -3.591 -0.503
C 0.206 0.951 1.751 0.692
C 2.165 -1.363 3.100 0.669
C 3.702 -0.283 -1.525 -0.219
C -3.228 -2.055 3.891 -0.216
C 4.197 0.495 -2.578 -0.197
C 2.364 -0.163 -1.141 -0.190
C -2.077 -2.859 3.960 -0.218
C -3.141 -0.679 4.160 -0.206
C 3.344 1.375 -3.255 -0.278
C 1.519 0.726 -1.813 -0.294
C -1.028 2.868 -4.238 -0.244
C -0.311 0.574 -4.366 -0.280
C -0.838 -2.287 4.298 -0.164
C -1.902 -0.104 4.490 -0.208
C -2.287 2.509 -4.729 -0.206
C -1.568 0.203 -4.855 -0.189
C 1.996 1.484 -2.895 0.333
C -0.027 1.913 -4.041 0.419
C -0.745 -0.904 4.548 -0.049
C -2.564 1.171 -5.050 -0.154
N 3.016 -2.123 3.801 -0.607
N 1.097 0.958 2.751 -0.614
C -0.696 -0.218 1.405 -0.706
C 3.566 -1.895 5.140 -0.418
C 0.590 -0.268 4.876 -0.423
C -3.902 0.778 -5.581 -0.253
C 1.580 -0.062 3.710 -0.118
N -3.798 1.004 -7.027 -0.656
H 4.356 -0.971 -0.997 0.221
H -4.183 -2.499 3.645 0.217
H 5.240 0.415 -2.869 0.222
H 1.980 -0.752 -0.313 0.248
H -2.146 -3.919 3.760 0.217
H -4.028 -0.062 4.114 0.218
H 3.727 1.979 -4.072 0.225
H 0.490 0.842 -1.483 0.232
H -0.807 3.902 -3.989 0.244
H 0.457 -0.183 -4.242 0.252
H 0.042 -2.911 4.350 0.203
H -1.840 0.957 4.686 0.217
H -3.041 3.284 -4.847 0.218
H -1.753 -0.846 -5.078 0.219
H 3.326 -2.949 3.311 0.414
H 1.565 1.848 2.810 0.411
H -0.422 -1.121 1.932 0.236
H -1.718 0.047 1.661 0.238
H -0.631 -0.404 0.337 0.225
H 2.843 -2.192 5.901 0.197
H 3.835 -0.847 5.284 0.202
H 4.468 -2.496 5.272 0.224
H 1.062 -0.876 5.645 0.218
H 0.406 0.705 5.334 0.226
H -4.692 1.388 -5.120 0.244
H -4.113 -0.274 -5.341 0.243
H 2.444 0.411 4.174 0.222
H -4.646 0.696 -7.502 0.439
H -2.994 0.488 -7.386 0.450
H -3.648 1.997 -7.201 0.449
```

A molecular structure, C25H30N3O4PPt. Source: the OMol25 dataset; level of theory: ωB97M-V/def2-TZVPD.

As for the spin multiplicity: 3. The value obtained for the electronic energy is -51604.4601 eV. As for the charge: 0. The value obtained for the HOMO energy (alpha / beta) is -8.149 / -8.150 eV.

Geometry as XYZ:
```
64
Properties=species:S:1:pos:R:3:mulliken_spin:R:1
Pt 0.153 -0.026 0.087 1.370
C 4.112 -1.567 1.510 -0.009
C 4.592 -1.064 0.147 -0.003
C 3.906 -1.850 -0.943 0.006
C 4.473 -3.036 -1.389 -0.002
C 3.821 -3.852 -2.297 0.007
C 2.552 -3.509 -2.727 -0.005
C 1.944 -2.337 -2.302 -0.024
C 0.534 -2.047 -2.724 0.013
C -0.436 -2.570 -1.664 0.052
C 2.635 -1.485 -1.425 0.028
N 2.059 -0.275 -1.014 0.030
C 2.616 0.860 -1.325 0.025
C 2.092 2.059 -0.824 0.002
C 2.453 3.405 -1.041 0.035
C 1.575 4.162 -0.294 -0.003
C 0.714 3.268 0.350 0.031
N 1.021 2.012 0.029 0.156
H 4.651 -1.064 2.308 0.001
H 4.272 -2.638 1.599 0.000
H 3.049 -1.364 1.630 0.014
H 5.675 -1.185 0.069 0.000
H 4.376 0.004 0.074 0.000
H 5.445 -3.324 -1.013 0.000
H 4.293 -4.753 -2.662 0.000
H 2.015 -4.154 -3.407 0.000
H 0.319 -2.547 -3.669 0.005
H 0.360 -0.978 -2.850 -0.006
H -0.296 -3.637 -1.494 0.004
H -1.458 -2.373 -1.976 -0.005
H -0.263 -2.029 -0.713 0.010
H 3.480 0.884 -1.994 -0.005
H 3.252 3.743 -1.672 0.001
H 1.537 5.229 -0.221 0.000
H -0.084 3.514 1.028 0.005
O -2.925 0.728 -3.102 0.023
C -2.452 0.819 -1.979 -0.026
O -1.445 0.166 -1.577 0.133
C -3.147 1.735 -0.973 0.018
C -4.439 2.166 -1.260 0.002
C -5.129 2.936 -0.347 0.000
C -4.512 3.276 0.852 -0.001
C -3.203 2.892 1.125 -0.004
C -2.525 2.119 0.208 -0.005
N -5.245 4.011 1.844 0.000
O -4.731 4.141 2.938 0.000
O -6.338 4.441 1.543 0.000
H -4.882 1.879 -2.201 0.000
H -6.136 3.271 -0.533 0.000
H -2.743 3.201 2.049 0.000
H -1.507 1.803 0.406 -0.009
C -2.962 -0.851 1.845 0.003
P -1.130 -0.815 1.892 0.117
C -0.835 -0.005 3.509 -0.004
C -0.767 -2.563 2.332 0.009
H -3.347 -1.420 2.690 -0.001
H -3.295 -1.306 0.915 0.002
H -3.349 0.163 1.890 -0.001
H -1.420 -0.497 4.285 0.001
H -1.121 1.042 3.457 0.003
H 0.223 -0.065 3.755 0.002
H -1.241 -2.818 3.282 0.004
H 0.311 -2.704 2.412 0.004
H -1.147 -3.222 1.552 0.000
```

2 unconnected molecules or ions with the total composition C25H30N4. Source: the OMol25 dataset; level of theory: ωB97M-V/def2-TZVPD.

As for the spin multiplicity: 1. The value obtained for the electronic energy is -32368.8757 eV. As for the charge: 0. The value obtained for the HOMO energy is -6.364 eV.

Geometry as XYZ:
```
59
Properties=species:S:1:pos:R:3:nbo_charge:R:1
C 5.698 -3.161 3.176 -0.412
C 5.692 -3.890 1.823 -0.412
C 4.317 -3.632 1.192 -0.197
N 3.670 -2.650 2.035 -0.443
C 2.407 -2.174 1.770 0.251
C 1.384 -3.076 1.364 -0.260
C 0.123 -2.604 1.077 -0.104
C -0.109 -1.206 0.954 -0.119
C -1.334 -0.733 0.412 0.135
C -1.577 0.598 -0.039 -0.205
C -0.584 1.378 -0.706 -0.076
C -0.897 2.653 -1.145 -0.272
C -2.142 3.262 -0.823 0.248
N -2.420 4.569 -1.190 -0.483
C -2.652 5.643 -0.234 -0.191
C -2.689 6.944 -1.058 -0.412
C -2.605 6.536 -2.537 -0.413
C -2.485 5.004 -2.570 -0.191
C -3.108 2.499 -0.110 -0.252
C -2.860 1.174 0.183 -0.107
C 0.894 -0.310 1.431 -0.163
C 2.093 -0.792 1.915 -0.270
C 4.415 -2.311 3.234 -0.197
H 5.691 -3.893 3.991 0.213
H 6.577 -2.519 3.289 0.217
H 6.453 -3.483 1.151 0.213
H 5.859 -4.964 1.934 0.219
H 4.397 -3.251 0.160 0.197
H 3.701 -4.539 1.144 0.182
H 1.604 -4.147 1.313 0.223
H -0.683 -3.310 0.894 0.233
H -2.228 -1.343 0.569 0.252
H 0.421 0.976 -0.877 0.225
H -0.165 3.226 -1.714 0.222
H -3.601 5.484 0.305 0.176
H -1.838 5.648 0.512 0.189
H -3.601 7.508 -0.842 0.215
H -1.829 7.565 -0.791 0.213
H -3.494 6.852 -3.089 0.215
H -1.731 6.982 -3.022 0.214
H -1.604 4.637 -3.113 0.189
H -3.368 4.568 -3.065 0.179
H -4.067 2.966 0.129 0.225
H -3.639 0.557 0.645 0.223
H 0.714 0.769 1.425 0.224
H 2.845 -0.103 2.315 0.219
H 3.825 -2.567 4.135 0.188
H 4.626 -1.228 3.286 0.184
C -2.340 -4.613 -0.668 -0.634
C -1.926 -3.588 -1.638 0.253
N -1.810 -3.784 -2.987 -0.506
C -1.435 -2.576 -3.514 -0.125
C -1.304 -1.654 -2.433 -0.171
N -1.626 -2.303 -1.289 -0.517
H -2.240 -4.210 0.346 0.189
H -3.394 -4.885 -0.820 0.220
H -1.716 -5.516 -0.756 0.220
H -1.291 -2.373 -4.569 0.188
H -1.012 -0.610 -2.511 0.180
```

C25H30N4O6 in the gas phase. Source: the OMol25 dataset; level of theory: ωB97M-V/def2-TZVPD.

As for the spin multiplicity: 1. The value obtained for the electronic energy is -44655.9143 eV. Its structure (SMILES) is COc1cc([C@@H]2C(C#N)=C(N)Oc3cc(C)n(CCN4CCOCC4)c(=O)c32)cc(OC)c1OC. As for the charge: 0. The value obtained for the HOMO energy is -8.147 eV.

Geometry as XYZ:
```
65
Properties=species:S:1:pos:R:3:nbo_charge:R:1
C 0.612 3.608 -1.509 -0.236
O 0.577 2.215 -1.289 -0.507
C 1.553 1.585 -0.573 0.281
C 1.284 0.233 -0.347 -0.297
C 2.134 -0.554 0.397 0.025
C 1.852 -2.028 0.635 -0.246
C 2.642 -2.856 -0.358 -0.345
C 4.031 -2.903 -0.219 0.294
N 5.176 -2.929 -0.106 -0.358
C 2.043 -3.482 -1.399 0.580
N 2.696 -4.255 -2.317 -0.800
O 0.700 -3.483 -1.611 -0.462
C -0.100 -2.957 -0.631 0.352
C -1.492 -3.086 -0.823 -0.356
C -2.352 -2.536 0.082 0.292
C -3.828 -2.593 -0.149 -0.655
N -1.873 -1.932 1.197 -0.393
C -2.731 -1.262 2.159 -0.227
C -2.743 0.252 1.901 -0.226
N -3.391 0.567 0.638 -0.469
C -2.681 1.563 -0.150 -0.254
C -3.372 1.696 -1.506 -0.072
O -4.719 2.087 -1.361 -0.522
C -5.420 1.158 -0.573 -0.072
C -4.774 0.984 0.803 -0.252
C -0.501 -1.807 1.472 0.628
O -0.136 -1.274 2.508 -0.642
C 0.390 -2.326 0.471 -0.146
C 3.296 0.001 0.916 -0.285
C 3.601 1.331 0.682 0.269
O 4.725 1.943 1.154 -0.500
C 5.631 1.183 1.919 -0.253
C 2.731 2.144 -0.074 0.200
O 3.024 3.484 -0.274 -0.534
C 4.184 3.748 -1.037 -0.251
H -0.356 3.848 -1.951 0.182
H 0.740 4.159 -0.577 0.192
H 1.405 3.888 -2.206 0.176
H 0.375 -0.163 -0.773 0.219
H 2.161 -2.266 1.661 0.244
H 3.692 -4.134 -2.395 0.411
H 2.190 -4.471 -3.160 0.403
H -1.852 -3.587 -1.704 0.231
H -4.029 -3.057 -1.110 0.229
H -4.238 -1.586 -0.146 0.247
H -4.324 -3.180 0.623 0.222
H -3.735 -1.675 2.127 0.205
H -2.292 -1.432 3.147 0.246
H -1.705 0.590 1.877 0.228
H -3.237 0.750 2.747 0.187
H -1.650 1.242 -0.299 0.225
H -2.678 2.547 0.349 0.170
H -2.891 2.467 -2.109 0.195
H -3.318 0.732 -2.034 0.163
H -6.437 1.545 -0.473 0.196
H -5.453 0.185 -1.089 0.158
H -5.317 0.222 1.368 0.199
H -4.841 1.940 1.352 0.175
H 3.954 -0.620 1.501 0.219
H 5.169 0.823 2.843 0.180
H 6.024 0.334 1.352 0.187
H 6.444 1.864 2.166 0.198
H 4.123 3.273 -2.023 0.167
H 4.216 4.830 -1.156 0.189
H 5.089 3.409 -0.530 0.195
```